Computed, not measured: a molecular structure, C6H8N2O2 at a distorted geometry, with the ωB97M-V functional and the def2-TZVPD basis.

Each line ends with the Löwdin charge.
CARTESIAN COORDINATES (ANGSTROEM)
H 1.24378 0.55520 1.52867  0.131
C -4.53806 0.38935 0.70198  0.142
N -1.16699 -0.44705 0.59371  0.054
H 4.05825 -0.32946 -1.10240  0.223
N 3.57948 -0.56661 0.17373  0.084
C -3.40826 0.25748 0.29026  -0.022
C -2.06091 0.08437 -0.26144  -0.523
O 3.05206 0.41931 -1.78577  -0.217
H 0.18075 -1.06124 -0.86215  0.136
H 2.63947 1.28561 -1.88090  0.029
H 0.48017 -1.68231 0.77191  0.132
H -1.46365 -0.64377 1.54099  0.149
H 0.82528 1.25967 -0.05446  0.126
O -1.79484 0.44153 -1.40328  0.070
H -5.52265 0.43973 1.13609  0.041
C 0.18241 -0.79482 0.20183  -0.166
C 2.53900 0.04704 -0.03872  -0.254
C 1.17472 0.34598 0.44995  -0.134

Computed properties:
gap between HOMO and LUMO	9.91	eV
ΔE to the lowest compared entry with this formula, charge and spin	556.9	kJ/mol
HOMO level	-0.3460	Eh
molecular weight	140.1	g/mol